20
Properties=species:S:1:pos:R:3:forces:R:3 method="wB97M-V/def2-TZVPD" fmax_ev_per_a=4.94 total_charge=0 smiles="C=C(C)NC.O.O" gap_ha=0.29978
C -0.5777 -3.0574 2.0416 -1.973 -2.524 -1.548
C -1.7134 -2.5451 1.0109 1.983 0.577 2.442
C -3.0291 -2.8468 1.0665 -0.416 1.321 -2.369
C -0.1080 -0.5683 0.2337 0.204 -4.713 1.456
N -1.2056 -1.5954 0.1364 1.252 0.636 -0.540
H -0.3959 -4.2133 1.8921 -0.694 2.129 0.208
H -0.9846 -2.9308 3.0273 0.287 0.105 0.642
H 0.4166 -2.6690 1.9009 0.025 0.708 0.000
H -3.5397 -3.2662 1.9270 0.284 -0.589 -0.489
H -3.6594 -2.4176 0.1369 1.180 -0.910 2.579
H -0.0159 -0.7554 1.2807 0.316 2.358 1.387
H -0.2582 0.3547 -0.2775 -0.575 0.641 0.335
H 0.8830 -1.0014 0.0052 -0.260 0.167 -1.088
H -1.6186 -1.6466 -0.7139 -1.609 0.099 -3.019
H 3.4856 4.9594 -2.3043 -2.982 -0.349 -1.843
H 4.3810 4.6534 -1.3561 1.151 0.026 0.830
O 4.2839 5.3237 -2.0320 1.769 0.311 1.020
H 1.1819 4.4689 -3.4159 -0.594 0.495 -1.029
H 1.0763 5.2448 -2.0552 -1.083 2.030 0.553
O 1.3977 4.5083 -2.5042 1.738 -2.517 0.470

=====

78
Properties=species:S:1:pos:R:3:forces:R:3 method="wB97M-V/def2-TZVPD" fmax_ev_per_a=3.62 s2=3.790 total_charge=-1 gap_ha="0.18055 / 0.25704" multiplicity=4
V -1.1800 0.5622 -0.6100 1.232 1.481 1.134
C -0.2129 -4.5539 -0.5518 -0.682 -0.700 -0.494
C -0.8282 -3.4059 -0.9803 -0.620 0.614 0.140
N -0.2231 -2.2107 -0.9287 -0.215 -0.697 -0.787
C 1.0686 -2.2013 -0.6027 -0.308 0.167 0.280
C 1.6859 -3.3958 -0.1688 -0.073 -0.689 -0.167
N 1.0498 -4.5694 -0.1711 1.293 0.940 0.758
C 1.7421 -0.9165 -0.7341 1.357 -0.039 0.315
C 3.1265 -0.9072 -0.5839 -0.181 0.425 0.113
C 3.8411 0.3038 -0.7390 0.761 -0.805 -0.129
C 3.1051 1.4471 -1.0738 -1.120 0.911 0.277
C 1.7135 1.4135 -1.0890 1.561 -0.180 -0.701
N 1.0224 0.2327 -1.0056 -1.206 0.309 0.522
C 0.9676 2.6884 -1.1032 -0.486 -0.872 -0.030
C 1.4193 3.9004 -1.6224 0.955 0.915 0.039
N 0.8400 5.0986 -1.4346 -1.051 -1.904 0.052
C -0.3487 4.9806 -0.8116 0.595 0.329 0.449
C -0.8632 3.7752 -0.3285 -0.401 0.160 -0.342
N -0.2363 2.6060 -0.5082 0.239 0.817 0.058
C 5.2931 0.3513 -0.4768 -1.034 -0.289 0.077
C 6.1074 -0.7574 -0.7502 0.844 -0.066 -0.299
C 7.4570 -0.6816 -0.3974 -0.718 0.008 0.244
N 7.9799 0.3599 0.2414 0.671 -0.214 0.067
C 7.2031 1.4014 0.5177 -0.281 -0.342 -0.355
C 5.8619 1.4567 0.1697 0.298 0.524 -0.005
H -0.7416 -5.5073 -0.5271 0.048 0.213 -0.144
H -1.8540 -3.4594 -1.3768 0.433 0.256 0.394
H 2.7189 -3.4210 0.1819 -0.340 -0.004 -0.160
H 3.6553 -1.8205 -0.2526 -0.373 0.804 -0.428
H 3.5850 2.4203 -1.2150 -0.027 -0.440 0.157
H 2.3465 3.9404 -2.1862 -0.021 -0.202 0.084
H -0.8922 5.9078 -0.6776 -0.130 -0.134 0.135
H -1.8468 3.7666 0.1475 0.398 -0.185 -0.264
H 5.7597 -1.6349 -1.3169 -0.036 0.547 0.441
H 8.1419 -1.5089 -0.5729 -0.148 0.057 -0.163
H 7.7134 2.1915 1.0451 -0.172 0.364 0.092
H 5.2826 2.3646 0.3981 0.171 -0.648 -0.065
C -1.2116 2.0812 3.8231 0.224 -0.662 0.444
Si -0.0136 1.0834 2.6757 -1.101 -1.004 -0.737
C 1.3078 2.4056 2.2832 0.033 -0.036 -0.530
C 1.0260 -0.4108 3.3295 0.281 0.435 0.558
N -1.0852 0.2571 1.4431 0.319 0.937 -0.563
C -2.0408 -0.6668 1.8063 -0.145 -0.793 -0.839
C -2.2842 -1.1643 3.1074 -0.077 -0.300 0.366
C -3.1574 -2.2321 3.3856 0.694 0.854 -0.253
C -3.8381 -2.8337 2.3519 -0.577 -0.785 0.161
C -3.6685 -2.3874 1.0470 0.203 0.217 -0.740
C -2.8083 -1.3310 0.7581 -0.265 -0.445 1.254
O -2.5123 -0.9530 -0.5599 -1.068 0.199 -0.793
C -3.4172 -1.1436 -1.6775 -0.270 -0.443 0.385
C -2.8784 -1.5271 -2.9053 -0.342 -0.681 -0.159
C -3.7471 -1.9443 -3.9334 0.042 0.610 0.303
C -5.1238 -1.7972 -3.7819 -0.004 -0.226 0.337
C -5.6543 -1.3272 -2.5781 0.886 0.087 0.091
C -4.7883 -0.9813 -1.5282 -0.430 -0.292 0.196
H -0.5876 2.6503 4.5349 -0.312 -0.011 -0.223
H -1.8660 1.4162 4.4332 0.324 0.500 -0.484
H -1.8613 2.7870 3.2541 0.582 -0.567 0.238
H 1.8270 2.5928 3.2434 -0.376 -0.062 -0.243
H 0.8996 3.3744 1.9124 0.279 -0.707 0.254
H 2.1033 2.0524 1.5981 -0.466 0.168 0.133
H 1.8430 0.0378 3.9451 -0.380 -0.523 -0.276
H 1.5110 -1.0006 2.5017 -0.615 0.728 0.590
H 0.4543 -1.1155 3.9723 0.399 0.424 -0.459
H -1.7131 -0.7628 3.9492 -0.235 -0.006 -0.413
H -3.2412 -2.5816 4.4116 -0.076 0.032 -0.176
H -4.4878 -3.7031 2.5324 0.286 0.513 -0.067
H -4.2043 -2.9153 0.2455 0.349 0.416 0.277
H -1.8099 -1.5086 -3.0615 0.037 -0.212 0.156
H -3.3899 -2.3613 -4.8864 0.173 0.443 0.584
H -5.7594 -2.0777 -4.6182 -0.077 0.033 0.252
H -6.7223 -1.2476 -2.4150 0.066 0.121 -0.149
H -5.2181 -0.6250 -0.5870 0.337 -0.146 -0.304
O -4.1005 1.4044 -3.2850 2.306 1.158 1.315
Se -2.7281 1.9619 -2.5014 -2.425 2.690 -0.107
O -2.3012 3.5658 -2.7519 -0.722 -2.582 -0.113
O -2.7287 1.8045 -0.7734 -0.674 -0.465 -0.530
O -1.4843 0.9068 -2.6054 1.586 -1.045 -1.032

=====

9
Properties=species:S:1:pos:R:3:forces:R:3 method="wB97M-V/def2-TZVPD" fmax_ev_per_a=4.26 total_charge=0 gap_ha="0.29785 / 0.29785"
C 0.4341 1.2137 0.3394 1.845 -3.086 -1.462
N -0.0843 0.0350 0.4571 -1.974 0.770 1.059
N 1.7774 1.1516 -0.0874 0.476 2.558 1.137
N 0.7182 -0.9555 0.6425 2.610 1.115 0.667
N 2.2648 0.0402 0.0626 -0.631 -2.981 -1.450
O 3.3530 -0.4507 -0.1266 -0.867 0.889 0.786
O 0.4139 -2.0538 -0.1050 2.818 -0.791 1.517
H -0.0952 2.1078 0.2340 -0.729 0.999 0.043
H -0.3691 -1.7739 -0.4619 -3.548 0.525 -2.298

=====

13
Properties=species:S:1:pos:R:3:forces:R:3 method="wB97M-V/def2-TZVPD" fmax_ev_per_a=3.78 total_charge=+1 gap_ha=0.42220
C 1.7027 1.2683 0.9906 1.281 -2.463 1.817
C 0.6232 0.5287 0.9569 0.076 -2.694 0.203
N -2.2453 -2.5792 -1.9504 -0.211 -0.649 -0.712
N -1.3155 -2.0136 -1.7385 -3.407 -1.607 -0.276
N -0.5006 -1.2255 -1.3308 2.510 1.883 0.513
N -0.6522 0.7783 0.2795 -0.337 -0.283 0.905
H 2.6558 0.7585 1.4624 -2.089 1.616 -0.984
H 1.5825 2.2734 0.8031 0.731 2.240 -0.951
H 0.6181 -0.4585 1.4101 0.126 -0.074 -0.340
H 0.3977 -1.6589 -1.3777 1.111 0.024 -0.004
H -1.4156 0.3604 0.8620 0.635 0.608 -0.511
H -0.7124 0.1866 -0.6879 0.318 0.825 1.212
H -0.7385 1.7816 0.3207 -0.744 0.573 -0.872

=====

30
Properties=species:S:1:pos:R:3:forces:R:3 method="wB97M-V/def2-TZVPD" fmax_ev_per_a=3.13 total_charge=0 gap_ha=0.08787
Zn -0.3707 0.5961 -1.3262 -0.063 -0.167 0.131
C 3.9115 -1.7014 2.9970 1.392 -0.707 -0.078
C 2.5267 -1.2593 2.9897 -1.462 1.795 0.226
O 1.8449 -1.1446 4.0502 0.523 -0.344 -1.392
O 2.0367 -0.8304 1.8941 -0.490 -0.303 0.638
H 3.9359 -2.7138 3.4001 0.348 0.040 0.135
H 4.5407 -1.0225 3.5726 -0.224 -0.133 0.422
H 4.3567 -1.6837 2.0022 -0.296 -0.210 -0.168
C -4.0499 -3.5803 0.5444 -0.171 -0.717 -0.185
C -4.2584 -2.5061 -0.5399 0.477 -1.944 2.400
O -3.6485 -1.4297 -0.3944 0.439 1.537 -0.718
O -5.0021 -2.8041 -1.4642 -0.497 0.592 -1.067
H -4.9614 -3.8139 1.0946 -0.308 0.330 -0.233
H -3.2827 -3.4994 1.3145 0.262 0.635 -0.335
H -3.8387 -4.4792 -0.0347 0.119 -0.202 0.033
O -1.8474 2.4585 -3.9785 0.182 -0.234 0.209
H -2.6764 2.8843 -3.7598 -0.283 0.039 0.106
H -1.4592 3.0195 -4.6499 0.165 0.104 -0.184
O 0.7782 -1.9457 -3.2986 -0.073 0.351 0.153
H 0.3283 -2.6169 -3.8116 -0.250 -0.157 -0.105
H 1.7031 -2.1875 -3.3456 0.269 -0.040 0.062
O 2.3399 2.6339 -2.3755 -0.309 -0.173 0.081
H 2.7290 2.2895 -3.1794 0.093 -0.133 -0.218
H 2.8412 3.4273 -2.1870 0.109 0.216 0.159
O -1.1753 3.7156 0.2380 0.152 -0.304 -0.132
H -1.6606 3.9540 1.0278 -0.171 -0.025 0.257
H -1.0300 4.5465 -0.2144 0.078 0.199 -0.167
O 2.0892 3.4890 3.1553 0.159 0.274 -0.004
H 1.4778 3.3258 2.4372 -0.141 -0.090 -0.217
H 1.8213 2.8783 3.8420 -0.028 -0.229 0.189

=====

15
Properties=species:S:1:pos:R:3:forces:R:3 method="wB97M-V/def2-TZVPD" fmax_ev_per_a=5.75 total_charge=0 smiles=CCS.CO gap_ha=0.35985
C -2.5071 -2.2456 2.3937 -1.443 -0.159 -2.525
O -1.8580 -1.0118 1.7456 -3.304 -1.289 4.530
H -3.7213 -2.1944 2.2988 3.108 0.203 0.051
H -2.2713 -2.3579 3.4390 0.323 0.821 0.335
H -2.2042 -3.2714 1.9674 -0.233 1.816 0.016
H -1.3357 -1.1163 1.0071 1.557 -1.391 -2.419
C 0.5612 1.2258 -1.4340 -0.549 1.368 1.306
C 2.0294 0.8853 -1.4830 0.920 -0.978 -1.984
S 2.9540 1.9730 -0.4480 1.051 -0.334 1.798
H -0.1771 1.0881 -0.5717 1.746 -0.495 -0.676
H 0.5801 2.2999 -1.5413 -0.409 0.540 -0.151
H 0.1242 0.8764 -2.3008 -1.323 -1.005 -1.815
H 2.4701 1.0457 -2.5953 -1.317 -0.591 2.467
H 2.2782 -0.1586 -1.1950 -0.136 0.653 -0.175
H 3.0775 2.9618 -1.2825 0.010 0.842 -0.759